# C25H60F18N5O3P3

8 unconnected molecules or ions with the total composition C25H60F18N5O3P3 (the ωB97M-V functional and the def2-TZVPD basis, OMol25).

Each line ends with the Löwdin charge.
Cartesian coordinates (Å):
C -3.31746 0.98106 2.51088  0.022
C -4.56307 1.01678 3.48773  -0.322
O -4.57532 0.78864 4.66492  0.204
N -5.79164 1.56859 2.74788  0.098
H -6.03516 2.47614 3.11824  0.175
H -5.60447 1.73071 1.76870  0.156
C -7.03221 0.70666 2.88436  0.022
H -3.48991 0.41124 1.59781  0.050
H -2.41569 0.79287 3.09354  0.083
H -3.04102 1.90945 2.01111  0.081
H -6.80226 -0.24756 2.41034  0.088
H -7.88475 1.15907 2.37780  0.101
H -7.37924 0.38519 3.86636  0.118
C -2.74205 -0.08583 -1.93910  0.023
C -3.29117 -0.63650 -3.21975  -0.335
O -2.54853 -0.70122 -4.19334  0.129
N -4.79179 -0.88067 -3.36659  0.105
H -5.25806 -0.27310 -2.70815  0.170
H -5.12674 -0.55081 -4.26052  0.174
C -5.27801 -2.34295 -3.28876  0.072
H -3.32489 0.72403 -1.50031  0.102
H -1.66220 0.03786 -1.85704  0.089
H -2.96864 -0.78170 -1.13133  0.096
H -4.68171 -2.98261 -3.93942  0.117
H -6.32741 -2.27618 -3.57583  0.111
H -5.25762 -2.65012 -2.24313  0.107
C 1.41285 -4.04711 4.54695  0.032
C -0.09404 -4.40805 4.37892  -0.320
O -0.47594 -5.57096 4.47364  0.148
N -0.98347 -3.27988 3.95229  0.087
H -0.41990 -2.45231 3.81954  0.113
H -1.48142 -3.16885 3.08062  0.108
C -1.94391 -2.93873 5.06370  0.007
H 1.53501 -3.08703 5.04837  0.088
H 2.13909 -4.06114 3.73425  0.092
H 1.71673 -4.82029 5.25260  0.090
H -2.70849 -3.71001 5.15668  0.112
H -2.44890 -2.00630 4.81139  0.073
H -1.34412 -2.75013 5.95410  0.090
C 5.60387 -1.22381 -7.62951  -0.091
C 4.60440 -1.75218 -6.62572  -0.251
C 3.67230 -0.69317 -6.10157  -0.121
N 2.55014 -1.17790 -5.15173  -0.202
C 1.37221 -1.84423 -5.91915  0.062
C 2.96913 -2.12494 -3.98527  -0.072
C 1.88382 -1.91515 -2.89452  -0.161
C 1.28425 -0.54950 -3.04907  -0.158
C 2.14418 0.05942 -4.25305  -0.061
H 6.20094 -2.11103 -7.84038  0.085
H 6.34150 -0.52938 -7.22730  0.088
H 5.18879 -0.96761 -8.60427  0.090
H 5.16743 -2.17409 -5.79320  0.117
H 4.07424 -2.52577 -7.18122  0.117
H 3.06530 -0.29385 -6.91410  0.135
H 4.19413 0.12668 -5.60800  0.134
H 1.73684 -2.51713 -6.69526  0.107
H 0.76061 -1.10807 -6.44079  0.107
H 0.74053 -2.31519 -5.16597  0.096
H 3.27205 -3.10783 -4.34616  0.139
H 3.90835 -1.74357 -3.58461  0.130
H 1.05500 -2.61954 -2.96524  0.119
H 2.42761 -2.03480 -1.95746  0.116
H 0.23366 -0.63380 -3.32701  0.091
H 1.37826 0.15175 -2.21990  0.083
H 1.51450 0.76678 -4.79271  0.127
H 2.87826 0.65380 -3.70905  0.118
C 2.64014 7.25139 -0.49451  -0.087
C 2.19400 5.75214 -0.28504  -0.186
C 3.46788 4.91846 0.18181  -0.120
N 3.15579 3.48917 0.57831  -0.243
C 2.16703 3.50852 1.77712  0.057
C 4.45107 2.79762 1.01974  -0.089
C 4.19045 1.29089 0.74777  -0.104
C 3.56752 1.49353 -0.63231  -0.171
C 2.59339 2.67073 -0.59359  -0.072
H 1.79257 7.84734 -0.83297  0.076
H 3.46675 7.45806 -1.17431  0.076
H 3.01512 7.69617 0.42726  0.076
H 1.89174 5.34596 -1.25032  0.094
H 1.40201 5.76796 0.46370  0.098
H 3.83309 5.43667 1.06848  0.134
H 4.20569 4.91691 -0.62051  0.138
H 2.74027 4.05940 2.52279  0.112
H 2.02409 2.49626 2.15525  0.097
H 1.22147 3.97662 1.50347  0.103
H 4.58989 2.92871 2.09288  0.137
H 5.35535 3.10722 0.49579  0.140
H 3.43298 0.85379 1.39838  0.097
H 5.11565 0.72696 0.86647  0.132
H 2.97244 0.64755 -0.97627  0.082
H 4.32687 1.71012 -1.38369  0.118
H 1.61505 2.33855 -0.24628  0.112
H 2.64387 3.30542 -1.47831  0.123
P -1.51915 0.19136 6.99971  0.229
F -2.86512 -0.75837 7.03165  -0.168
F -1.77470 0.70519 8.51078  -0.166
F -0.60411 -1.15226 7.51845  -0.221
F -0.29279 1.15756 7.15683  -0.159
F -0.95007 -0.06373 5.51345  -0.182
F -2.47532 1.45373 6.40355  -0.222
P -4.31034 -2.89405 2.17811  0.296
F -3.94765 -4.40692 2.73262  -0.163
F -5.89676 -3.29234 2.31271  -0.178
F -4.43002 -2.24980 3.70465  -0.170
F -4.71486 -1.42459 1.58946  -0.200
F -2.75376 -2.51321 2.01747  -0.153
F -4.33479 -3.62291 0.63090  -0.231
P 0.44449 -0.68046 1.40198  0.211
F 0.10935 -2.27859 1.61628  -0.157
F 1.18182 -0.95535 -0.07444  -0.180
F -1.03392 -0.32262 0.70783  -0.201
F 0.66975 0.88088 1.16012  -0.158
F -0.32668 -0.45938 2.74140  -0.126
F 1.81770 -0.88040 2.20819  -0.128

HOMO level in eV: -13.0
Net charge: +2

=====

# C25H60F3Na3O15S

A molecular structure, C25H60F3Na3O15S (the ωB97M-V functional and the def2-TZVPD basis, OMol25).

Each line ends with the Löwdin charge.
Cartesian coordinates (Å):
Na 3.18067 3.59345 2.94880  0.651
Na -0.99465 5.27432 0.21201  0.710
Na -1.97148 3.65322 4.64018  0.848
C -0.61130 0.91327 1.14963  -0.637
F -1.94900 0.79978 1.19541  0.139
F -0.02367 -0.32480 1.24801  0.118
F -0.43557 1.23761 -0.07861  0.161
S 0.01598 2.21046 2.31028  0.550
O 1.47484 2.18649 2.20962  -0.310
O -0.63749 3.43884 1.90903  -0.332
O -0.45954 1.79149 3.65386  -0.334
C -2.88896 -5.89857 3.33286  -0.100
O -2.08748 -6.71008 2.47732  -0.171
C -1.53923 -6.09612 1.27332  -0.188
C -0.27956 -5.48317 1.72422  -0.188
O -0.56427 -4.28776 2.45706  -0.213
C -1.05244 -3.19839 1.73785  -0.124
H -3.62244 -5.38777 2.70901  0.079
H -2.30090 -5.15292 3.86793  0.076
H -3.61662 -6.41135 3.96187  0.087
H -2.19136 -5.47773 0.65654  0.119
H -1.31113 -6.90426 0.57834  0.130
H 0.29067 -5.18302 0.84510  0.123
H 0.27474 -6.20194 2.32773  0.142
H -1.16113 -2.36576 2.43284  0.077
H -2.00349 -3.39909 1.24456  0.086
H -0.36620 -2.80637 0.98719  0.072
C -2.16849 -2.82415 -6.57822  -0.087
O -1.00104 -3.00851 -5.76269  -0.171
C -0.38209 -1.89966 -5.14755  -0.208
C 0.65222 -2.10012 -4.08264  -0.133
O 0.32569 -1.62476 -2.72808  -0.203
C 1.45915 -1.41516 -1.97009  -0.146
H -1.96188 -2.29643 -7.50930  0.081
H -2.90885 -2.14962 -6.14814  0.067
H -2.73525 -3.67975 -6.94540  0.092
H -1.19483 -1.28729 -4.75696  0.108
H -0.07429 -1.24043 -5.95920  0.126
H 1.67384 -1.89227 -4.40076  0.127
H 0.65057 -3.17731 -3.91601  0.132
H 1.28496 -1.48087 -0.89610  0.067
H 1.86249 -0.40858 -2.08055  0.082
H 2.14419 -2.24884 -2.12440  0.095
C -6.39648 2.60541 -5.25906  -0.087
O -5.36831 2.05037 -4.44443  -0.200
C -4.95000 0.75810 -4.81280  -0.211
C -4.50132 -0.05306 -3.58681  -0.102
O -3.06328 0.19173 -3.18640  -0.224
C -2.48674 -0.53399 -2.13514  -0.148
H -6.87351 3.46384 -4.78614  0.087
H -7.20048 1.87019 -5.29296  0.089
H -6.02132 2.90973 -6.23617  0.092
H -4.15933 0.76378 -5.56308  0.127
H -5.70262 0.14670 -5.31066  0.123
H -4.44864 -1.08607 -3.93064  0.112
H -5.11494 -0.06298 -2.68600  0.125
H -2.18963 -1.54931 -2.39773  0.084
H -3.08415 -0.49532 -1.22425  0.081
H -1.53721 -0.12450 -1.79046  0.054
C 5.86617 5.28607 3.21263  -0.050
O 5.51500 3.89452 3.58312  -0.224
C 6.42741 2.96286 2.97902  -0.194
C 6.20631 2.74576 1.55667  -0.207
O 4.82823 2.51694 1.28800  -0.194
C 4.46603 1.06707 1.18432  -0.038
H 5.64336 5.60954 2.19586  0.089
H 6.91089 5.44209 3.48152  0.101
H 5.37619 6.06714 3.79396  0.087
H 6.24849 2.07147 3.58029  0.138
H 7.44164 3.27730 3.22513  0.141
H 6.93335 2.08567 1.08360  0.150
H 6.37244 3.69001 1.03814  0.128
H 4.63218 0.46555 2.07800  0.081
H 4.99991 0.48071 0.43647  0.090
H 3.47248 0.76273 0.85520  0.077
C 1.50804 3.73205 -1.86712  -0.091
O 0.14987 4.06155 -1.81183  -0.227
C -0.71040 3.27479 -2.64686  -0.146
C -2.02255 4.04014 -2.75976  -0.137
O -2.64831 4.25087 -1.48235  -0.214
C -3.55251 3.25267 -1.12723  -0.087
H 1.99456 4.03888 -0.94124  0.087
H 1.97942 4.27927 -2.68348  0.097
H 1.74873 2.70876 -2.15527  0.095
H -0.80716 2.32745 -2.11651  0.112
H -0.31505 3.14606 -3.65445  0.145
H -2.70827 3.65598 -3.51495  0.139
H -1.75089 5.04759 -3.07493  0.133
H -3.04803 2.29377 -1.00838  0.073
H -4.22395 3.03500 -1.95782  0.095
H -4.05919 3.40946 -0.17498  0.098
C 3.14112 -0.14975 5.11024  -0.068
O 3.25090 -0.83871 3.86456  -0.181
C 2.27941 -1.79143 3.58812  -0.215
C 2.04259 -2.86765 4.63953  -0.226
O 1.40540 -2.61024 5.81726  -0.171
C 0.11154 -2.19809 5.69602  -0.110
H 3.88964 0.64176 5.07373  0.076
H 3.33608 -0.80228 5.96130  0.104
H 2.23787 0.45958 5.14113  0.081
H 2.49818 -2.31329 2.65650  0.134
H 1.30285 -1.37373 3.34327  0.098
H 2.99704 -3.28822 4.95615  0.141
H 1.52721 -3.70273 4.16505  0.122
H -0.37070 -2.09100 6.66766  0.099
H -0.52917 -2.79033 5.04269  0.092
H 0.30807 -1.19439 5.31911  0.072

Energy above the lowest of the compared OMol25 structures with the same formula, charge and spin in eV: 0.670
HOMO level in eV: -12.1
Net charge: +2

=====

# C25H60FN5O5P

5 unconnected molecules or ions with the total composition C25H60FN5O5P (the ωB97M-V functional and the def2-TZVPD basis, OMol25).

Each line ends with the Löwdin charge.
Cartesian coordinates (Å):
C 0.46172 -0.24270 1.43345  -0.043
N 0.75120 1.19098 1.54296  -0.113
C 1.65987 1.68641 0.50521  -0.036
C -0.32827 1.95013 1.88369  -0.479
O -1.36043 1.48284 2.34708  0.039
C -0.25817 3.46343 1.69346  -0.034
C -1.28881 3.87655 0.64379  -0.233
C -2.64338 4.23784 1.24535  -0.091
N -3.64477 3.92231 0.18603  0.098
C -3.04532 2.77396 -0.34350  -0.347
N -3.73835 1.73493 -0.71283  -0.109
C -5.22012 1.75227 -0.67092  -0.125
C -5.74117 1.64907 0.76151  -0.175
F -6.95119 0.98325 0.71197  -0.027
P -2.86713 0.23035 -1.13157  0.790
N -1.68922 0.18166 -2.10373  -0.222
N -1.67906 2.72946 -0.24275  0.123
H -0.05462 -0.58008 2.32432  0.093
H 1.39990 -0.78323 1.34180  0.093
H -0.15740 -0.44378 0.55297  0.067
H 2.28544 2.49865 0.86827  0.087
H 2.31583 0.86997 0.22095  0.093
H 1.12801 2.01512 -0.39292  0.086
H -0.52396 3.87434 2.66852  0.138
H 0.72146 3.84373 1.42365  0.100
H -0.91039 4.68079 0.00928  0.148
H -2.73238 5.25167 1.61932  0.142
H -2.84940 3.53742 2.05601  0.127
H -3.64354 4.64270 -0.53834  0.161
H -5.57017 0.88099 -1.21795  0.110
H -5.57073 2.64734 -1.17554  0.131
H -5.90551 2.62541 1.21395  0.120
H -5.04693 1.07733 1.38401  0.124
H -2.62646 -0.22427 0.17280  0.014
H -3.98803 -0.49298 -1.54693  0.023
H -1.28913 0.96578 -2.58781  -0.013
H -1.23652 2.73505 -1.15521  0.144
C -1.11317 -3.93388 -0.78393  -0.069
C 0.21096 -3.19141 -0.83336  -0.288
O 1.35367 -4.02101 -0.83776  -0.163
C 1.46361 -4.91377 -1.93901  -0.266
C 1.53855 -4.22201 -3.28824  -0.073
H -1.14836 -4.62321 0.06094  0.088
H -1.92623 -3.21389 -0.66426  0.053
H -1.31293 -4.50186 -1.69251  0.076
H 0.32144 -2.58333 0.06731  0.089
H 0.22000 -2.50365 -1.68844  0.104
H 0.64539 -5.64226 -1.92500  0.111
H 2.38847 -5.46215 -1.76175  0.113
H 0.61038 -3.70881 -3.54565  0.066
H 1.73373 -4.96063 -4.06602  0.081
H 2.34957 -3.49218 -3.29299  0.080
C 7.85978 -4.52499 -1.82276  -0.079
C 6.45302 -4.17093 -2.27223  -0.284
O 5.43569 -4.94478 -1.65864  -0.169
C 5.35309 -4.84773 -0.24715  -0.279
C 5.05685 -3.44560 0.25839  -0.079
H 8.04680 -5.59076 -1.95851  0.083
H 8.58544 -3.96780 -2.41659  0.077
H 8.03274 -4.27742 -0.77483  0.067
H 6.34191 -4.36988 -3.33834  0.118
H 6.26722 -3.10039 -2.12327  0.106
H 6.26114 -5.23920 0.22481  0.109
H 4.53605 -5.51400 0.03105  0.116
H 5.87779 -2.75433 0.06163  0.066
H 4.89642 -3.47003 1.33720  0.077
H 4.15344 -3.06198 -0.22004  0.069
C -3.23009 -2.39815 2.10769  -0.077
C -4.44372 -2.70853 1.24536  -0.295
O -4.48322 -4.02693 0.74914  -0.163
C -4.53135 -5.05768 1.72972  -0.269
C -5.74686 -4.99094 2.63503  -0.075
H -2.31276 -2.66115 1.57781  0.061
H -3.20899 -1.33191 2.34868  0.065
H -3.24579 -2.94315 3.05112  0.077
H -4.43029 -2.08774 0.34267  0.084
H -5.36482 -2.45634 1.78468  0.112
H -3.61079 -5.06275 2.32417  0.110
H -4.54285 -5.97963 1.14994  0.122
H -5.73537 -4.11290 3.28243  0.068
H -5.76924 -5.87046 3.27897  0.081
H -6.66364 -4.97161 2.04478  0.085
C 3.95462 6.63747 0.90294  -0.073
C 3.28955 6.09291 -0.34701  -0.276
O 1.86602 6.13899 -0.31393  -0.192
C 1.30019 7.43749 -0.18920  -0.286
C 1.65501 8.38320 -1.32155  -0.074
H 3.57440 6.13536 1.79403  0.080
H 5.03031 6.46940 0.84587  0.083
H 3.79748 7.70973 1.02106  0.071
H 3.52596 5.03505 -0.46748  0.112
H 3.66583 6.60756 -1.23632  0.111
H 1.56784 7.88189 0.77526  0.110
H 0.22118 7.26808 -0.17301  0.106
H 2.71494 8.63678 -1.32714  0.072
H 1.09749 9.31350 -1.20940  0.082
H 1.40366 7.94171 -2.28677  0.084

HOMO level in eV: -10.9
Net charge: +1